The following is a DFT calculation (wB97M-V/def2-TZVPD) of a 22-piece molecular cluster, C80H221N17O23 overall.

Geometry (Å):
C 3.91263 -2.80085 -3.83595
H 2.49177 2.19895 -2.83187
H -1.30368 5.38160 8.43871
O -2.62326 3.87666 7.93047
H 4.26924 2.57066 4.92596
H -3.37801 0.05065 7.05514
H 6.97139 -2.14587 4.88914
H -5.74193 -3.31282 -3.05254
C 0.43882 5.18214 4.83990
O -1.70972 -1.57094 -6.95787
H 1.33801 1.48030 4.74970
H -3.91892 4.09069 2.82325
C -2.16878 -4.49312 0.98368
H -6.96702 -3.12767 -6.70004
H -3.19794 3.05923 0.00004
O 5.91902 2.10211 3.79362
N 2.93995 4.68951 4.79811
H 5.79963 -6.52052 0.90390
C -2.57296 -3.78495 -6.89452
C -4.08878 2.31186 -5.70335
O 0.31177 3.13528 -8.09957
H -6.31824 2.13210 -8.74066
N 6.66108 1.76867 1.05090
H 6.73867 4.33024 0.11109
H -3.92888 1.36689 -8.79999
C 1.27237 -4.17114 6.08636
H 2.01044 -0.82577 3.70238
C 1.30110 -1.42067 3.12702
C -5.96829 -3.81228 -3.99456
H -1.26798 -6.90893 -3.16945
H 0.95142 -3.38158 6.76584
H -3.74723 2.69891 -6.66337
C -2.44717 3.10704 5.58949
C 1.74894 4.58477 2.75802
C -0.14383 -7.81321 0.65155
C 6.23832 -5.63221 1.35837
O 7.56319 -5.42590 0.98781
H -3.24472 2.37087 -5.01620
H -0.26307 -8.85200 0.34365
H -0.65901 -5.80037 -1.99178
H 5.96684 0.69806 -3.49584
H -7.81550 -1.51503 -4.83732
H 1.71996 -2.42084 3.01609
N -7.07639 0.27133 -9.11109
H -1.37468 -4.62560 1.71850
H -5.45365 -0.95675 2.31905
O -2.16287 5.41185 0.22067
C 0.93578 1.18188 0.55320
H -1.99370 -5.36869 5.11553
C -5.60526 2.79673 -3.67990
H 2.72540 4.75543 2.30470
H -6.15287 -2.56593 0.50466
H 1.40408 -5.19660 4.01744
C -4.15404 -2.15953 1.35008
H 4.18944 -0.40675 7.04795
H -3.88222 -0.85679 2.72741
H 1.60210 0.25642 -4.93118
H 1.38669 6.27021 -4.95769
H -3.64517 -5.67692 -2.92217
C 7.13694 2.88308 1.87262
C -4.77044 0.67945 -8.88536
H -0.28304 2.43154 -1.34299
H 6.34013 4.08909 3.50024
H 2.63898 -0.71265 8.95054
H -2.64395 1.34642 -1.33390
C -2.08243 -2.59688 -6.08685
H 5.43614 -0.18220 2.33116
N -1.88024 2.11410 4.64748
C -1.30863 -0.34980 -6.34309
C 4.96869 -1.15874 2.45749
H 4.32153 5.80022 -0.81934
H -0.72589 5.49063 -7.16142
H -2.32524 5.09486 -7.39176
H 1.61633 -0.64626 7.07074
H -1.99032 -5.27364 0.24407
C 1.70510 -2.78919 -2.91664
C -1.80488 4.29133 1.08642
H -8.21220 0.18767 -5.91597
C 5.80732 -2.13605 0.25546
H 6.92204 -0.52184 4.12140
H 2.02070 7.18656 -3.89935
H -3.16885 -2.15519 4.87035
H -4.96216 -1.11854 -5.81653
H -1.54665 6.08214 -3.84211
H 4.93373 -2.55346 -3.54569
N 6.98806 -4.67933 3.52131
H -3.13571 -4.77843 1.39811
H 1.47576 3.53195 2.82902
H -0.87903 0.34229 -7.06734
C 1.02371 -0.00451 6.41878
H -3.32653 1.30298 1.55695
H -6.80397 -1.78341 -7.79807
O -5.24529 -3.06775 -4.98502
H -1.41042 4.12311 -6.23711
H -7.04721 -3.71969 -4.11890
H -1.13510 -8.24363 2.14958
H 7.16684 -6.08450 -0.88236
H -4.66778 2.97965 -3.15477
C -4.90179 3.22544 -12.36913
H -0.48831 7.69756 5.23016
H 6.32689 0.72146 -1.79874
H 1.51638 1.96949 -5.17034
N -3.11289 -4.77534 -5.97137
H -5.39212 1.14273 -1.48960
H -1.10715 4.80701 -2.69184
H 6.44856 -1.26278 0.13576
H 0.30023 7.64045 3.71920
N 3.52935 -1.13863 0.35772
C -2.95793 -0.72437 -2.92584
O -1.32084 -4.96637 -3.72786
C 3.17745 1.39292 -3.09312
H 0.12056 4.13964 4.84286
C 0.98616 0.68488 2.02428
H -1.40565 7.75501 3.54851
H 2.68814 -1.07186 0.91271
H -4.53180 4.88690 -6.13294
H 6.29994 -0.28401 9.16165
H 4.07975 -1.18810 3.08759
H 3.74572 -2.09641 -4.65081
H 5.58029 -4.84018 1.00089
H -2.19142 2.30103 3.70497
C -2.89055 -5.78805 -2.14353
H 4.90060 2.59325 -2.74368
H -3.16824 -6.67511 -1.57422
H -2.82831 -2.20853 -5.39335
N -2.58379 1.97315 1.69592
H -3.14444 -3.06487 -8.91335
H 7.74410 -4.64449 2.85251
H 6.50675 -3.79563 3.43467
C -1.28513 6.53165 0.38614
C 3.60036 -3.09053 9.91749
C -3.59303 -3.32237 -7.95389
O 2.41083 -3.74767 5.32261
H -1.56923 7.38514 -0.22945
H 6.41499 -2.74899 0.92115
H -1.38223 6.81108 1.43524
H -2.89190 -1.75776 -3.26620
H -6.67078 0.11748 -2.11965
C 3.71318 -0.86685 9.05255
H 4.25647 4.49804 -1.99195
C 4.48354 1.69009 -2.29818
H 0.49521 -0.70606 5.77332
O 2.03189 2.11848 6.50422
H 3.90332 -2.57894 10.83105
C 1.41464 -4.15237 -0.81743
H 4.10219 -2.87907 1.39490
C -2.21328 5.23389 7.85655
H 3.95338 -0.46338 10.03622
H -1.08601 -5.66683 6.53531
H -0.50668 -0.56112 -5.63576
H 4.04475 -4.07523 9.77265
H -3.87651 -4.39693 -5.42935
H 3.26581 -1.63699 -0.48030
H 5.12300 1.94290 -0.29788
H 2.44084 1.03912 -6.27965
H -5.81594 3.54144 -12.87170
H 7.32064 -4.27878 -0.68820
H -8.00364 0.65736 -9.21736
C -6.03830 1.75130 -10.85400
C -7.30517 -2.10832 -6.88630
C -3.60848 -0.93415 6.64876
H -4.92039 3.04448 1.80596
H 0.80423 -4.38768 0.05442
C -4.15450 3.81996 1.79402
N 4.29298 1.68887 -0.81425
H -2.66778 0.50159 4.55129
H -1.87820 1.59266 -2.88447
H 1.34471 -4.98794 -1.51387
H -4.86107 0.26176 -7.88266
H 8.35315 3.85675 0.32826
H 2.43296 -3.91586 -0.50891
H 0.32365 0.52698 7.06340
H 3.80887 -3.71947 6.92548
H -5.19280 -1.60949 -0.52864
O -5.87714 1.41784 -3.48365
H -4.23910 1.25126 -5.90493
N 0.60377 -5.64818 4.43660
H 0.35902 -1.61005 3.64153
H -1.03939 -3.10220 -1.03195
C -5.26815 3.14433 -5.19926
H 0.07485 0.91729 2.57528
C 5.52092 0.55010 -2.51229
H -1.65639 -4.14207 -7.36405
H -6.75470 0.47580 -5.28332
H -0.22993 6.50122 0.11462
H -4.49247 3.70582 5.82373
H 4.00686 0.79507 -0.44094
H -4.56309 4.67281 1.25199
C -3.95287 2.80514 5.53100
O 5.89361 -1.98373 3.17289
H 5.10293 3.40375 2.45413
H -2.17482 4.10806 5.25499
O 3.10361 -2.60729 -2.68569
N -7.22396 0.04268 -6.06581
N 4.03210 1.32388 8.21903
H 0.35410 2.28298 -8.53934
C 1.20559 -7.42417 1.26923
H 6.37889 0.99842 1.64012
C 3.65593 5.07675 -1.29014
O -1.16138 -7.47440 1.57583
N -4.93548 4.54966 -5.27073
H 7.96429 2.58401 2.51616
N 1.10687 6.89030 -4.21117
H -2.22717 1.92466 7.30760
C -7.07269 -1.34956 -5.61767
H 1.90249 1.08266 2.46042
C -1.36594 4.60976 -7.21143
H -0.51810 4.67315 -4.28683
C -6.07752 1.29158 -9.39156
H 1.54793 -8.11447 2.04020
H -4.39490 2.47477 -12.97548
C -1.97335 2.94735 7.02869
O -2.16800 -3.29394 0.20596
H 1.23956 -6.39907 1.63817
H -4.19093 -2.88746 2.16055
O -3.22147 -0.27369 4.43314
H 4.35117 -4.53631 3.26540
N -4.51729 -0.90750 1.94369
H 3.83555 4.87431 4.36932
H 6.63566 -6.65471 3.13289
H 2.19502 2.89493 5.96375
C -1.78373 1.05927 -1.93859
H -0.09113 -3.77715 4.37457
C 4.53102 -1.91100 1.13598
H 0.61630 5.45339 5.88059
H -6.34454 3.41577 -3.17161
H -0.88543 2.98177 7.08652
H -4.19526 -2.48330 -7.60551
C 1.82596 1.00820 5.60242
H -8.36376 -2.20374 -7.12793
H 5.84353 3.14601 5.55827
H -2.12499 5.60211 6.83444
H 2.71172 0.48608 -2.70733
C 6.19126 -5.68287 2.91808
H -1.66487 4.59739 2.12316
C 3.46688 -3.10893 6.08978
H 4.58880 -5.68102 4.51629
H 1.42395 -3.63547 -3.54343
C 1.82951 5.29796 4.11276
C -6.27827 1.13435 -2.12425
H 3.16310 -2.21032 6.62673
C -1.00472 3.69604 -8.40807
C 2.19925 1.12136 -5.21995
H -2.58083 -1.21383 0.10050
H -4.90324 -3.29025 -0.39903
C 4.75484 -5.53196 3.44938
H 1.92593 4.47650 -3.41678
H -1.76838 -4.04616 6.30968
H -0.90438 3.75782 0.78218
H -2.46947 -4.84052 -5.19557
H -7.06013 1.75710 -1.68954
H 2.83556 0.68378 5.35030
H 6.29652 -1.08657 7.66929
H -0.20828 -7.30463 -0.31037
C -1.45020 -5.92796 -2.73060
H 1.02343 5.06489 2.10135
H 5.61807 -2.62125 -0.70207
H 1.17704 2.24480 0.56316
H 1.87517 -7.45542 0.40971
H -4.35190 2.42737 4.58963
H -0.85284 4.26646 -9.32440
O 2.67899 5.82205 -1.97660
H 1.40263 -1.91375 -3.49129
C -0.74651 5.41497 -3.52155
H 3.00491 5.11124 5.71354
H -4.28184 4.11803 -12.28521
H 4.36101 -2.87229 5.51303
H 8.73778 -5.40167 -0.75773
H 2.10214 6.33760 3.93128
H -3.24476 -0.06250 -3.74301
H 0.35043 6.70132 -2.24671
H -3.78165 -0.71291 -2.21208
H -6.97729 0.05281 -8.13000
O 1.04648 -0.74425 1.91283
O 4.01746 -2.29124 8.84937
H -6.17636 3.05560 -5.79540
H -5.70153 5.18133 -5.08563
C -2.85571 -1.23982 5.37247
H -0.57910 -0.05844 0.00748
H -4.24549 2.02719 6.23617
O 3.41621 1.26156 -4.49838
H 6.52786 0.61630 7.62360
H -1.78920 1.55225 1.23596
H -4.43680 -0.12542 -9.54032
H 3.10356 1.48657 7.85648
C 7.71091 -5.26067 -0.42044
C -0.40049 1.34806 -1.36218
C 5.32696 2.33543 5.04427
H 7.53074 1.39166 0.70212
H -0.91384 2.38773 4.54125
H 4.14385 1.63689 9.17278
H -0.75763 -2.07506 -2.21802
H 1.60913 -4.95474 6.76508
H -4.34600 -4.08998 -8.13255
C 1.64971 5.09908 -2.56578
C -2.72364 -2.06785 0.76258
H -1.22148 -2.99250 -5.54801
H -5.73940 0.94524 -11.52409
H 5.38677 1.46456 5.69703
C 6.35836 -1.42766 4.34467
H 5.55094 -1.04789 4.97073
H -2.15732 0.13197 -5.85757
H 5.02839 -0.42167 -2.47810
N -0.38738 0.93285 0.03385
H 3.89405 -3.76663 -4.34093
C 4.48876 -0.04923 8.03318
H 1.16500 4.44725 -1.83895
C 0.58061 6.08505 -3.11580
H 7.59876 4.95737 1.55559
H 0.39786 1.04773 -2.04081
H -2.11897 -1.79964 1.62892
C 6.07087 3.20917 2.91600
O -1.76716 -0.36425 -2.21945
H -5.52121 -1.14872 -4.15368
H -0.97322 -4.22097 -3.23274
C -0.63286 7.35563 4.20532
C 0.07797 -4.54118 5.13336
H -7.04564 2.11217 -11.06170
C 0.92938 -2.94532 -1.59058
O -0.66625 5.90763 4.24624
C 5.95834 -0.16040 8.13397
C 7.45640 4.09956 0.89833
C -5.11589 -2.40980 0.20735
N -0.50013 -2.99082 -1.87865
H 3.23057 4.47638 -0.48594
H -0.04119 -5.91738 3.70745
H -5.67285 -4.86070 -4.03502
C -2.97672 3.27480 1.04536
H 4.09478 -6.19716 2.89266
C -5.61493 -1.64451 -5.11986
H -1.80919 2.97112 -8.53220
H -4.69607 -0.98315 6.59533
H -1.76853 -1.21463 5.44658
O -5.05619 2.77550 -11.06462
H -3.09574 5.74230 8.24499
H 2.51909 -3.20728 9.99055
H -3.07943 -4.84012 -1.63970
C -1.29715 -4.88806 5.80248
H 1.04132 -1.98252 -1.09200
H -3.43518 -1.66505 7.43861
H 1.69595 0.74862 -0.09682

Calculated values
highest occupied orbital energy: -8.111 eV
E: -158954.43281 eV
net charge: 0
HOMO-LUMO gap: 8.3 eV

Here are the Mulliken charges for atoms 1 to 5, given in e:
1 C -1.191
2 H -0.189
3 H 0.272
4 O -0.458
5 H 0.017